{"formula": "C22H38Cl2GeN6SW", "method": "ωB97M-V/def2-TZVPD", "species": ["W", "C", "N", "C", "C", "N", "C", "C", "N", "C", "C", "N", "C", "N", "C", "C", "C", "N", "C", "H", "H", "H", "H", "H", "H", "H", "H", "H", "H", "H", "H", "H", "H", "H", "H", "H", "H", "H", "H", "H", "H", "H", "H", "Cl", "C", "C", "C", "C", "C", "Cl", "C", "S", "H", "H", "H", "C", "Ge", "C", "C", "C", "H", "H", "H", "H", "H", "H", "H", "H", "H", "H", "H"], "coordinates": [[-0.00962, -0.39033, -0.11705], [-2.46712, 2.75144, 2.24712], [-3.09318, 1.76316, 1.38630], [-4.51922, 1.45456, 1.55091], [-4.68454, 0.19453, 0.70044], [-3.45949, 0.19415, -0.10616], [-3.42625, -0.48078, -1.38811], [-2.56886, 1.05086, 0.39051], [-1.28229, 1.14462, -0.07328], [-0.68641, 2.49097, -0.24593], [0.46274, 2.32473, -1.21483], [1.21633, 1.09890, -0.82063], [2.53792, 1.10669, -1.12737], [3.49934, 0.55000, -0.38375], [3.34437, -0.30625, 0.77322], [4.80583, 0.67752, -1.03844], [4.53042, 1.72345, -2.11792], [3.06432, 1.73102, -2.19056], [2.37359, 2.04240, -3.43435], [-2.90220, 2.65913, 3.24061], [-2.64408, 3.76256, 1.87726], [-1.40406, 2.56670, 2.33422], [-5.12833, 2.29031, 1.20167], [-4.73538, 1.27899, 2.60291], [-5.55616, 0.23493, 0.05062], [-4.73432, -0.71583, 1.30091], [-4.32739, -0.22374, -1.94494], [-3.38986, -1.56260, -1.25631], [-2.55884, -0.15479, -1.95190], [-0.30975, 2.88178, 0.69803], [-1.42053, 3.19032, -0.65074], [1.11080, 3.20111, -1.17515], [0.06638, 2.23321, -2.22633], [2.64716, 0.11945, 1.48716], [4.31441, -0.39798, 1.25784], [3.01618, -1.31012, 0.49251], [5.12035, -0.28380, -1.45137], [5.54991, 1.00788, -0.31712], [4.95369, 1.45270, -3.08253], [4.89889, 2.71105, -1.83854], [3.06387, 1.86325, -4.25607], [2.04659, 3.08073, -3.48126], [1.51976, 1.38055, -3.56310], [0.81404, 1.22864, 2.82080], [-0.46303, 0.40032, 3.66791], [-0.94047, 0.97254, 4.83380], [-2.00496, 0.37695, 5.49100], [-2.59531, -0.76409, 4.97305], [-2.09551, -1.33064, 3.81112], [-2.86146, -2.74850, 3.18681], [-1.00087, -0.77308, 3.14287], [-0.31423, -1.64450, 1.75291], [-0.47861, 1.87181, 5.21738], [-2.37783, 0.80678, 6.41052], [-3.43282, -1.23193, 5.47150], [0.45360, -4.19725, -3.29205], [1.19518, -2.99120, -1.96107], [2.74601, -2.04011, -2.67260], [1.54488, -3.92365, -0.28511], [-0.29948, -1.64456, -1.66919], [1.19151, -4.95960, -3.54282], [0.19061, -3.65940, -4.20228], [-0.43629, -4.69550, -2.90884], [3.44083, -2.75589, -3.11255], [3.27303, -1.49106, -1.89401], [2.44008, -1.34400, -3.45570], [2.05332, -4.86126, -0.51225], [0.60910, -4.16687, 0.21935], [2.17200, -3.36487, 0.40907], [-1.16732, -2.26224, -1.38856], [-0.49101, -1.19427, -2.64954]], "mulliken_charge": [0.69, -0.93, 0.32, -0.61, -0.59, 0.17, -1.05, -0.18, 0.30, -0.73, -1.22, 0.31, -0.08, 0.05, -0.92, -0.55, -0.61, 0.13, -1.08, 0.34, 0.29, 0.19, 0.38, 0.41, 0.38, 0.29, 0.38, 0.30, 0.33, 0.30, 0.48, 0.59, 0.30, 0.20, 0.42, 0.30, 0.33, 0.46, 0.42, 0.33, 0.38, 0.33, 0.36, -0.21, 1.18, -0.70, -0.44, -0.75, 0.37, -0.16, -0.74, -0.32, 0.47, 0.43, 0.49, -1.21, 0.50, -0.66, -1.10, -1.10, 0.39, 0.39, 0.38, 0.51, -0.14, 0.29, 0.44, 0.35, 0.31, 0.47, 0.60], "energy_ev": -126579.944, "total_charge": 2}

{"formula": "C22H38Cl5Cs2F2NO15PSV", "method": "ωB97M-V/def2-TZVPD", "species": ["C", "C", "P", "C", "C", "C", "C", "O", "N", "C", "C", "C", "C", "C", "C", "C", "O", "C", "O", "C", "C", "O", "H", "H", "H", "H", "H", "H", "H", "H", "H", "H", "H", "H", "H", "H", "H", "H", "H", "H", "H", "H", "H", "H", "H", "H", "H", "C", "C", "O", "S", "O", "O", "O", "H", "H", "H", "H", "Cl", "C", "C", "Cl", "H", "H", "H", "H", "O", "Cl", "O", "O", "O", "O", "V", "O", "F", "Cs", "F", "O", "H", "Cs", "Cl", "C", "C", "Cl", "H", "H", "H", "H"], "coordinates": [[4.72643, -1.34124, 0.90327], [4.08351, -1.95921, -0.24441], [2.19655, -2.26276, -0.18580], [2.01417, -4.00135, 0.61512], [1.59034, -2.19883, -1.97247], [1.43494, -3.73574, -2.47453], [1.10728, -3.86866, -4.03283], [1.50521, -3.02556, -4.90604], [0.33483, -5.04051, -4.59420], [-0.95401, -5.03056, -3.81055], [-1.96995, -3.91073, -4.16882], [-3.34175, -3.86071, -3.29295], [-3.59930, -4.90737, -2.13975], [-2.55169, -6.04616, -1.80832], [-1.23268, -6.08630, -2.65294], [1.31739, -1.06474, 0.98586], [-0.06870, -0.83076, 0.65259], [-0.80301, -0.69206, 1.90628], [-2.00342, 0.10487, 1.76295], [-2.68045, 0.19533, 3.07001], [-3.35127, 1.63520, 3.34330], [-2.76327, 2.57712, 2.41424], [5.13299, -0.27718, 0.78794], [4.80024, -1.93811, 1.89482], [4.63423, -2.32758, -1.20068], [2.10828, -3.95721, 1.75472], [2.76344, -4.71435, 0.11320], [0.95781, -4.40741, 0.37148], [2.31465, -1.61830, -2.67146], [0.56667, -1.67272, -2.04950], [2.42208, -4.30752, -2.25535], [0.64137, -4.21440, -1.78394], [0.88864, -5.86287, -4.25601], [-1.75544, -3.14397, -5.02653], [-4.09291, -2.98207, -3.54988], [-4.59178, -4.82479, -1.49679], [-2.82288, -6.76807, -0.96681], [-0.45118, -6.89658, -2.38653], [1.94751, -0.10556, 1.11412], [1.32479, -1.57761, 2.03200], [-1.14984, -1.75448, 2.20482], [-0.17651, -0.17834, 2.74012], [-3.46783, -0.65423, 3.16111], [-1.94457, 0.00580, 3.95158], [-3.15912, 2.02602, 4.42223], [-4.49962, 1.53247, 3.23248], [-3.21045, 3.45946, 2.46188], [2.08345, 3.50655, 3.62919], [2.49044, 3.13564, 2.20585], [1.33576, 2.53766, 1.63187], [0.00496, 3.23000, 2.27717], [-0.45149, 4.24515, 1.37525], [-0.84548, 2.19975, 2.77891], [0.73867, 3.95817, 3.53159], [2.10318, 2.63062, 4.28475], [2.71898, 4.29070, 4.05210], [3.33491, 2.44380, 2.18154], [2.73454, 4.02744, 1.62190], [3.13235, 2.51502, -1.38855], [2.11557, 3.96660, -1.59321], [2.56633, 4.81931, -2.76114], [4.14285, 5.59293, -2.45821], [2.13298, 4.52776, -0.65675], [1.09491, 3.61641, -1.75995], [1.84702, 5.62273, -2.93256], [2.64731, 4.23350, -3.67889], [1.09630, 8.13846, 5.74049], [1.04706, 6.99612, 4.85819], [0.84520, 7.44143, 3.49496], [-0.03889, 6.12521, 5.25024], [2.30315, 6.26803, 4.94204], [9.67929, -2.36908, 0.43294], [8.12789, -3.09011, 0.74172], [6.57332, -3.81261, 1.05422], [-2.16187, 0.85152, -0.02135], [-4.26486, -1.41538, -4.20104], [-5.47953, -4.41553, -0.32024], [5.09474, -3.30598, -2.97420], [4.46981, -3.17683, -3.68444], [4.50233, 4.24304, 2.15763], [-7.82898, 1.16193, -0.23689], [-7.52523, 2.84471, -0.73418], [-8.00909, 3.12087, -2.14400], [-7.03856, 2.26339, -3.36862], [-6.45603, 3.04035, -0.63089], [-8.05810, 3.48473, -0.02793], [-7.92408, 4.18723, -2.36347], [-9.05285, 2.82909, -2.27509]], "mulliken_charge": [-0.83, -0.01, 0.84, -1.32, -0.74, 0.02, -0.06, -0.53, -0.37, 0.09, -0.03, -1.29, -0.73, -0.62, -0.19, -0.03, -0.21, -0.32, 0.01, -0.59, -0.36, -0.38, 0.29, 0.30, 0.21, 0.40, 0.39, 0.41, 0.48, 0.44, 0.27, 0.14, 0.45, 0.18, 1.45, 0.44, 0.37, 0.25, -0.14, 0.45, 0.23, 0.26, 0.41, 0.27, 0.24, 0.27, 0.23, -0.39, -0.77, 0.05, 1.18, -0.66, -0.39, -0.25, 0.18, 0.62, 0.10, 0.17, -0.14, -0.28, -0.49, -0.20, 0.11, 0.30, 0.37, 0.34, -0.67, 1.73, -0.66, -0.63, -0.72, -0.84, 1.50, -0.88, -0.50, 1.07, -0.88, -0.76, 0.23, 1.07, -0.17, -0.43, -0.42, -0.19, 0.31, 0.29, 0.30, 0.32], "relative_energy_kj_mol": 1091.72}

{"formula": "C22H38F9O9PS", "method": "ωB97M-V/def2-TZVPD", "species": ["C", "C", "O", "O", "C", "C", "C", "C", "C", "C", "P", "C", "C", "O", "S", "O", "O", "C", "F", "F", "C", "F", "F", "C", "F", "F", "C", "F", "F", "F", "H", "H", "H", "H", "H", "H", "H", "H", "H", "H", "H", "H", "H", "H", "H", "H", "H", "H", "H", "H", "H", "H", "O", "C", "O", "C", "C", "C", "H", "H", "H", "H", "H", "H", "H", "H", "O", "C", "O", "C", "C", "C", "H", "H", "H", "H", "H", "H", "H", "H"], "coordinates": [[-2.52375, -0.69412, -3.86565], [-2.25909, 0.14199, -2.63878], [-3.11288, 0.61037, -1.95890], [-0.95622, 0.29897, -2.30128], [0.01708, 0.45781, -3.36337], [1.23168, 1.20995, -2.81065], [2.56345, 0.44876, -2.94867], [2.92425, -0.29381, -1.66367], [1.95856, -1.44942, -1.36369], [1.79537, -1.74270, 0.15025], [0.04224, -1.64635, 0.61496], [-0.48235, -3.32615, 0.00087], [-0.27903, -4.29889, 1.15491], [-0.15037, -5.63444, 0.67536], [0.59807, 0.49122, 1.61952], [1.33660, 1.32272, 0.67603], [1.16369, 0.25208, 2.94399], [-1.00243, 1.48571, 1.91295], [-1.12005, 2.42649, 0.99052], [-1.97351, 0.55258, 1.71025], [-1.30412, 2.09367, 3.30765], [-2.60058, 2.45019, 3.28595], [-1.15288, 1.15043, 4.23936], [-0.54974, 3.37989, 3.76667], [-1.18238, 3.80134, 4.87092], [-0.68274, 4.30846, 2.81354], [0.95494, 3.29115, 4.13268], [1.67883, 3.07991, 3.02385], [1.32910, 4.45810, 4.68060], [1.18527, 2.31188, 5.01297], [-2.24829, -0.15378, -4.77581], [-3.59049, -0.91127, -3.89809], [-1.95271, -1.62453, -3.84007], [-0.44326, 0.99371, -4.19762], [0.29930, -0.53933, -3.72266], [1.30087, 2.17328, -3.32188], [1.04314, 1.41273, -1.75182], [3.36934, 1.13925, -3.20900], [2.49087, -0.26412, -3.78190], [3.94724, -0.68113, -1.73377], [2.89945, 0.41425, -0.83272], [2.30833, -2.36082, -1.85745], [0.98175, -1.22738, -1.80683], [2.07270, -2.77445, 0.38760], [2.41874, -1.08894, 0.76224], [-0.78122, -0.89875, -0.22604], [-0.33559, -1.91820, 1.93765], [0.12544, -3.65396, -0.84836], [-1.52680, -3.28475, -0.32189], [0.61711, -4.03000, 1.72386], [-1.13115, -4.23990, 1.84522], [0.44626, -6.10403, 1.26903], [-2.43865, 2.32666, -7.93988], [-2.80301, 3.09819, -7.09503], [-2.01082, 3.27681, -6.01345], [-2.29451, 4.23910, -4.98651], [-3.25514, 3.68680, -3.95892], [-4.13171, 3.81230, -7.17704], [-2.63536, 5.18123, -5.41682], [-1.32187, 4.42999, -4.53476], [-4.23469, 3.47008, -4.38629], [-3.38918, 4.38922, -3.13632], [-2.86471, 2.75570, -3.54894], [-4.89888, 3.13566, -6.79980], [-4.33720, 4.00780, -8.22593], [-4.18605, 4.74120, -6.61812], [1.73358, -4.45764, 3.64466], [2.10803, -3.73419, 4.53489], [3.00724, -4.23150, 5.40441], [3.61924, -3.43360, 6.42902], [2.75876, -3.33261, 7.66923], [1.55938, -2.34178, 4.73134], [3.88942, -2.45348, 6.03569], [4.54660, -3.96001, 6.64807], [1.81739, -2.82198, 7.46678], [3.28788, -2.77618, 8.44329], [2.53190, -4.32818, 8.05009], [0.61742, -2.42749, 5.27493], [1.35521, -1.90009, 3.75990], [2.21165, -1.66767, 5.27670]], "mulliken_charge": [-1.25, 0.68, -0.55, -0.18, -0.67, -0.29, -1.22, -0.77, 0.15, -1.51, 0.96, -1.04, 0.18, -0.57, 0.37, -0.65, -0.65, 0.60, -0.28, -0.32, 0.50, -0.32, -0.22, 0.64, -0.30, -0.27, 0.63, -0.20, -0.27, -0.22, 0.32, 0.37, 0.32, 0.37, 0.36, 0.58, 0.02, 0.43, 0.41, 0.44, 0.32, 0.43, -0.29, 0.82, 0.96, -0.40, 0.11, 0.33, 0.53, -0.16, 0.32, 0.35, -0.57, 0.78, -0.37, -0.53, -0.57, -0.95, 0.39, 0.35, 0.29, 0.38, -0.05, 0.25, 0.32, 0.33, -0.54, 0.60, -0.39, -0.39, -0.93, -0.09, 0.37, 0.31, 0.27, 0.35, 0.30, 0.26, -0.39, 0.32], "energy_ev": -86437.542, "smiles": "CC(=O)OCCCCCC[PH2](CCO)S(=O)(=O)C(F)(F)C(F)(F)C(F)(F)C(F)(F)F.CCOC(C)=O.CCOC(C)=O"}